Here is a structure of composition C15H29Br10Cl3O4Sr3 from the OMol25 dataset. Energies are from ωB97M-V/def2-TZVPD.

As for the charge: +2. For the LUMO energy, the calculation gives -8.03 eV. The total energy comes out at -764699.984 eV. The energy above the lowest of the compared OMol25 structures with the same formula, charge and spin comes out at 62.3 kcal per mole. The HOMO-LUMO gap comes out at 0.138 Eh.

Last column: Löwdin charge in e.
Atoms and positions in Å:
Sr -0.330 1.578 -4.657  1.44
Sr 0.124 -2.421 -3.246  1.38
Sr 3.579 -0.220 -2.795  1.33
O 1.501 3.303 -4.641  -0.50
C 2.113 3.773 -3.467  -0.39
C 3.606 3.326 -3.248  -0.40
O 3.988 2.063 -3.663  -0.48
H 1.548 3.304 -2.634  0.06
H 2.081 4.860 -3.358  0.11
H 3.815 3.556 -2.192  0.09
H 4.189 4.068 -3.814  0.11
O -0.384 -1.900 -0.837  -0.46
C 0.208 -0.716 -0.418  -0.42
C 0.393 0.415 -1.451  -0.36
O 0.911 0.131 -2.761  -0.66
H 1.187 -0.931 0.052  0.09
H -0.356 -0.229 0.397  0.07
H 1.047 1.151 -0.967  0.10
H -0.582 0.835 -1.739  0.06
Br -3.548 0.873 -3.446  0.61
C -3.806 -0.135 -1.725  -0.62
C -3.538 0.646 -0.487  -0.69
Br -3.853 -0.429 1.085  0.78
H -3.210 -1.043 -1.763  -0.01
H -4.865 -0.374 -1.798  0.06
H -4.120 1.560 -0.395  0.06
H -2.508 0.986 -0.466  -0.02
Br -2.099 1.382 3.273  0.74
C -0.723 0.025 3.719  -0.58
C -0.571 -1.032 2.627  -0.64
Br 0.606 -2.482 3.252  0.74
H -1.151 -0.505 4.567  0.06
H 0.152 0.588 4.016  -0.01
H -0.039 -0.589 1.785  0.00
H -1.555 -1.343 2.289  0.00
Br -1.548 3.564 -0.327  0.69
C -0.801 3.254 1.483  -0.74
C 0.633 3.692 1.527  -0.64
Br 1.528 3.290 3.251  0.70
H -0.832 2.176 1.621  -0.08
H -1.368 3.847 2.194  0.05
H 0.700 4.775 1.481  0.06
H 1.174 3.249 0.691  0.04
Br 3.094 0.089 4.619  0.68
C 3.499 -0.329 2.763  -0.72
C 3.560 0.907 1.871  -0.58
Br 4.206 0.258 0.109  0.65
H 2.746 -1.030 2.396  -0.02
H 4.391 -0.951 2.810  0.06
H 4.366 1.537 2.227  0.07
H 2.542 1.259 1.806  -0.01
Br -3.055 -3.665 -2.630  0.64
C -3.988 -3.832 -0.903  -0.58
C -2.949 -3.770 0.227  -0.73
Br -3.589 -4.803 1.758  0.69
H -4.339 -4.860 -0.956  0.05
H -4.862 -3.191 -0.870  0.07
H -2.648 -2.785 0.565  -0.03
H -2.051 -4.266 -0.121  -0.04
C 1.079 -4.387 0.326  -1.51
Cl 2.613 -3.781 -0.395  0.51
Cl 1.479 -5.498 1.615  0.59
Cl 0.164 -5.221 -0.952  0.55
H 0.446 -3.602 0.723  -0.05